Entry 1:
74
Properties=species:S:1:pos:R:3:forces:R:3 method="wB97M-V/def2-TZVPD" de_lowest_ev=1.9606 spin_multiplicity=2 charge=+3 e_homo_ev="-16.49 / -16.52" e_tot_ev=-58777.03853 fmax_ev_per_a=2.4 homo_lumo_gap_ha="0.1782 / 0.2003"
Pd 0.500 2.863 0.532 -0.9 -0.3 -0.9
C -0.838 4.678 2.500 -0.2 0.2 0.1
C -1.793 3.502 2.610 0.0 0.1 -0.2
N -1.269 2.317 1.884 0.2 -0.3 0.1
C -2.241 1.620 1.023 0.0 -0.1 0.0
C -2.612 2.414 -0.213 -0.1 0.1 -0.1
S -1.154 2.906 -1.191 0.6 -0.2 0.3
C -1.205 4.720 -1.204 -0.1 0.1 -0.3
C -1.374 5.347 0.155 0.1 0.1 -0.1
N -0.353 4.838 1.109 0.4 -0.7 0.1
H 0.029 4.528 3.142 0.0 0.0 0.0
H -1.348 5.579 2.849 0.1 0.1 0.0
H -2.769 3.756 2.198 0.0 0.0 0.0
H -1.941 3.283 3.666 -0.1 -0.1 0.0
H -0.927 1.646 2.563 0.0 0.0 0.0
H -3.161 1.383 1.565 0.0 0.0 0.1
H -1.786 0.679 0.711 0.0 0.0 0.0
H -3.188 3.312 0.002 0.0 0.0 0.0
H -3.217 1.782 -0.864 0.0 0.0 0.0
H -1.995 5.030 -1.890 0.0 0.0 0.0
H -0.245 4.995 -1.645 0.0 0.0 -0.1
H -2.365 5.169 0.563 0.0 0.0 0.0
H -1.279 6.427 0.028 0.0 0.0 0.2
H 0.451 5.460 1.104 0.0 0.1 0.0
C 3.658 1.630 -1.731 0.0 0.1 0.0
C 2.396 2.067 -1.065 0.2 -0.5 -0.1
O 2.100 3.277 -0.933 0.1 0.4 0.1
N 1.454 1.233 -0.567 -0.9 0.5 2.1
Te 1.532 -0.829 -0.497 0.9 -0.6 -2.2
C -0.314 -1.104 -1.361 -0.7 0.1 0.3
C -1.388 -1.649 -0.609 0.3 0.1 0.1
C -1.318 -2.022 0.860 0.0 0.0 -0.3
C -2.593 -1.851 -1.261 -0.2 0.1 0.0
C -2.784 -1.502 -2.598 -0.1 0.0 0.0
C -4.098 -1.746 -3.280 0.1 -0.1 0.0
C -1.715 -0.945 -3.299 -0.1 -0.1 -0.1
C -0.475 -0.743 -2.722 0.4 -0.1 0.1
C 0.634 -0.207 -3.601 -0.2 0.1 0.2
C 1.795 -2.740 0.662 -0.1 0.7 0.9
C 2.137 -2.659 1.992 0.1 0.2 0.2
C 2.267 -1.382 2.775 0.0 -0.2 0.0
C 2.385 -3.882 2.613 0.0 0.0 0.1
C 2.271 -5.085 1.928 -0.1 -0.2 0.0
C 2.512 -6.396 2.624 0.3 0.0 -0.2
C 1.950 -5.055 0.571 0.1 -0.1 0.1
C 1.704 -3.876 -0.124 -0.1 0.2 -0.7
C 1.407 -3.921 -1.612 -0.1 0.0 0.3
H 4.318 2.488 -1.831 0.0 0.0 0.0
H 3.447 1.243 -2.729 0.0 -0.1 0.0
H 4.151 0.854 -1.149 0.0 0.0 -0.1
H -0.585 -1.430 1.408 0.0 0.0 0.1
H -1.052 -3.073 0.977 0.1 0.0 0.0
H -2.292 -1.889 1.329 0.0 0.0 0.0
H -3.420 -2.284 -0.708 0.0 0.0 0.0
H -4.920 -1.820 -2.571 0.0 0.1 0.0
H -4.054 -2.698 -3.818 0.0 0.0 0.0
H -4.316 -0.979 -4.021 0.0 0.0 0.0
H -1.842 -0.706 -4.350 0.0 0.0 0.0
H 0.533 -0.594 -4.612 0.0 0.0 0.0
H 1.622 -0.479 -3.235 0.1 0.0 -0.1
H 0.581 0.883 -3.666 0.0 0.0 0.0
H 2.181 -0.499 2.125 0.0 0.0 0.0
H 3.234 -1.341 3.276 0.0 0.1 0.0
H 1.502 -1.316 3.551 0.0 0.0 0.0
H 2.678 -3.880 3.657 -0.1 0.0 0.0
H 2.437 -6.306 3.705 -0.1 0.0 0.0
H 3.520 -6.749 2.396 0.0 0.0 0.0
H 1.835 -7.170 2.268 -0.1 0.1 0.1
H 1.910 -5.983 0.009 0.0 0.0 0.0
H 1.924 -4.763 -2.067 0.0 0.0 0.0
H 1.731 -3.019 -2.129 0.1 0.0 -0.1
H 0.337 -4.046 -1.792 0.0 0.0 0.0
O 3.008 3.671 2.046 0.3 -0.2 0.6
C 2.091 3.038 1.967 0.1 0.3 -0.7

---

Entry 2:
15
Properties=species:S:1:pos:R:3:forces:R:3 method="wB97M-V/def2-TZVPD" de_lowest_ev=0.4322 e_homo_ev=-7.90 e_tot_ev=-11684.77575 fmax_ev_per_a=3.9 homo_lumo_gap_ha=0.3173
N -0.219 1.195 -0.578 0.8 0.1 1.1
C 1.137 1.391 -0.012 1.2 2.4 -2.8
C -0.815 0.082 -0.067 1.0 -1.3 1.7
N -0.383 -1.978 0.780 -1.0 -1.9 0.4
N 2.095 0.496 -0.418 -1.1 0.1 0.3
N -2.138 -0.163 -0.229 0.0 -0.3 -0.6
N 0.021 -0.674 0.595 -0.1 1.1 -1.2
O 1.457 2.518 0.339 -0.7 -0.9 0.6
H -0.782 2.030 -0.633 0.3 0.3 0.2
H 0.259 -2.439 1.426 -0.3 0.4 -0.1
H -0.282 -2.489 -0.102 -0.1 0.1 0.3
H 3.044 0.836 -0.456 -0.2 -0.3 0.1
H 1.747 -0.428 -0.648 0.8 0.3 0.2
H -2.394 -1.020 0.251 -0.4 0.4 0.1
H -2.746 0.642 -0.248 -0.1 -0.4 0.0

---

Entry 3:
41
Properties=species:S:1:pos:R:3:forces:R:3 method="wB97M-V/def2-TZVPD" de_lowest_ev=0.2146 e_homo_ev=-8.64 e_tot_ev=-129300.08718 fmax_ev_per_a=0.7 homo_lumo_gap_ha=0.2864
Pd 1.057 0.784 0.319 0.1 0.3 0.5
C -2.001 -0.738 -1.577 0.1 -0.1 -0.1
C -1.933 0.782 -1.678 -0.1 0.0 0.0
S -0.778 1.739 -0.655 0.0 0.0 -0.3
C -1.790 2.371 0.706 0.0 0.2 -0.2
C -2.431 1.405 1.670 -0.1 0.0 0.1
S -1.220 0.366 2.496 0.2 -0.3 0.2
C -1.973 -1.268 2.329 0.0 -0.1 0.0
C -1.834 -1.959 0.974 0.0 0.1 0.1
S -3.038 -1.450 -0.284 -0.1 0.1 0.0
H -1.004 -1.175 -1.512 -0.2 0.1 0.0
H -2.437 -1.091 -2.514 0.0 0.0 0.0
H -2.913 1.229 -1.497 0.0 0.0 0.0
H -1.633 1.044 -2.694 0.0 0.0 0.0
H -2.569 2.964 0.220 0.1 0.1 0.0
H -1.118 3.060 1.216 0.0 0.0 0.0
H -3.148 0.765 1.162 0.0 0.0 0.0
H -2.962 1.993 2.420 0.0 0.0 0.0
H -3.018 -1.206 2.636 0.0 0.0 0.0
H -1.458 -1.870 3.080 0.0 0.0 0.0
H -1.964 -3.034 1.107 0.0 0.0 0.0
H -0.839 -1.792 0.564 -0.2 0.0 0.1
C 3.610 3.136 0.724 0.1 0.1 -0.1
S 2.599 2.334 1.930 0.0 0.3 0.3
O 2.894 2.901 3.206 0.2 -0.2 0.0
O 1.186 2.551 1.498 -0.5 0.2 -0.2
O 2.821 0.886 1.746 0.1 -0.5 -0.3
H 3.752 4.168 1.032 0.0 0.0 0.0
H 3.117 3.085 -0.243 0.0 0.0 0.0
H 4.561 2.610 0.694 0.0 0.1 0.0
Cl 1.208 0.747 -3.036 0.0 -0.1 0.1
C 1.317 -0.780 -2.205 0.2 -0.1 -0.4
C 1.257 -0.823 -0.825 0.1 0.3 0.4
C 1.436 -2.056 -0.211 0.1 -0.2 0.0
Cl 1.493 -2.125 1.520 0.1 0.0 0.0
C 1.590 -3.233 -0.938 0.0 0.0 0.0
Cl 1.772 -4.743 -0.141 0.0 0.0 0.0
C 1.599 -3.171 -2.331 0.0 -0.1 0.0
Cl 1.781 -4.608 -3.256 0.0 0.0 0.0
C 1.478 -1.939 -2.968 0.0 0.1 -0.1
Cl 1.531 -1.860 -4.686 0.0 0.0 0.0

---

Entry 4:
20
Properties=species:S:1:pos:R:3:forces:R:3 method="wB97M-V/def2-TZVPD" de_lowest_ev=6.4095 e_homo_ev=-7.35 e_tot_ev=-11431.34325 smiles="C1=C[C@]23C[C@]12N1NCC[C@H]13" fmax_ev_per_a=4.7 homo_lumo_gap_ha=0.3076
C 1.592 1.219 -1.542 -1.2 -0.1 -1.0
C 1.584 0.005 -2.084 -1.9 2.1 3.7
C 0.943 0.926 -0.253 -0.2 -1.3 0.4
C 0.880 -0.637 -0.906 -0.1 0.7 1.4
C 1.625 -0.238 0.338 1.3 0.5 1.0
C -1.173 0.500 1.367 0.3 -0.5 0.8
C -2.027 -0.822 1.088 1.2 1.8 -3.3
C -0.594 0.767 -0.028 0.9 -0.2 -0.9
N -1.193 -1.545 0.068 1.3 -2.2 1.1
N -0.602 -0.543 -0.737 0.1 1.3 -1.2
H 1.785 2.193 -1.863 0.9 1.3 -0.8
H 2.028 -0.408 -2.856 1.9 -2.0 -3.8
H 2.742 -0.155 0.309 -1.3 -0.5 -0.1
H 1.202 -0.380 1.317 0.2 -1.1 0.2
H -1.672 1.434 1.637 -0.5 -0.5 0.4
H -0.425 0.250 2.202 -0.8 0.5 -1.4
H -2.432 -1.420 1.861 0.1 -0.5 0.9
H -2.840 -0.564 0.375 -0.2 0.3 1.0
H -1.059 1.564 -0.648 -0.4 -0.6 0.8
H -0.362 -2.147 0.355 -1.7 1.0 0.6

---

Entry 5:
16
Properties=species:S:1:pos:R:3:forces:R:3 method="wB97M-V/def2-TZVPD" de_lowest_ev=4.3176 charge=+1 e_homo_ev=-13.58 e_tot_ev=-8744.82397 smiles=NO[C@H](N)C[NH3+] fmax_ev_per_a=4.6 homo_lumo_gap_ha=0.3631
C 0.672 -0.722 0.102 -0.3 -1.4 1.1
C -0.758 -0.365 -0.393 0.9 2.1 0.7
N -1.572 -1.516 -0.735 2.8 -0.3 3.6
N -0.442 1.500 1.050 0.5 0.8 0.0
N 1.741 0.190 -0.343 2.0 2.1 -2.3
O -1.278 0.357 0.761 -1.2 1.0 -0.1
H 0.751 -0.648 1.258 -0.4 -0.6 -2.1
H 0.891 -1.728 -0.330 0.3 0.7 0.7
H -0.632 0.467 -1.184 -0.6 -1.7 0.3
H -1.794 -2.025 0.197 0.4 1.0 -2.2
H -2.408 -1.270 -1.154 -2.0 0.7 -1.0
H -0.561 2.266 0.362 -0.5 -0.9 -0.4
H -0.815 2.007 1.871 -0.1 -1.3 -0.1
H 1.765 0.458 -1.374 0.0 -1.5 1.0
H 2.682 -0.143 -0.061 -0.6 -0.2 -0.5
H 1.759 1.173 -0.027 -1.0 -0.5 1.2

---

Entry 6:
14
Properties=species:S:1:pos:R:3:forces:R:3 method="wB97M-V/def2-TZVPD" de_lowest_ev=2.6672 e_homo_ev=-9.91 e_tot_ev=-8833.53560 fmax_ev_per_a=0.4 homo_lumo_gap_ha=0.4001
O 0.792 -1.226 0.882 0.0 0.0 0.1
C -0.108 -2.055 1.482 -0.2 -0.2 0.1
N -1.304 -2.302 1.171 0.3 0.2 0.0
C -0.392 1.822 0.331 0.0 0.0 0.2
C -0.474 1.728 -1.191 0.0 0.0 -0.2
C -0.025 0.595 -0.377 0.1 -0.2 0.0
C 0.418 -0.642 -0.321 -0.1 0.3 -0.2
H 0.360 -2.521 2.347 0.0 0.0 -0.1
H -1.593 -1.765 0.351 0.0 0.0 0.0
H 0.403 2.425 0.763 -0.1 -0.1 -0.1
H -1.321 1.827 0.896 0.1 0.0 -0.1
H -1.460 1.684 -1.646 0.1 0.0 0.1
H 0.267 2.271 -1.774 -0.1 -0.1 0.1
H 0.574 -1.269 -1.197 -0.1 0.1 0.1

---

Entry 7:
39
Properties=species:S:1:pos:R:3:forces:R:3 method="wB97M-V/def2-TZVPD" de_lowest_ev=1.8458 charge=-3 e_homo_ev=3.63 e_tot_ev=-48228.49074 fmax_ev_per_a=4.6 homo_lumo_gap_ha=0.0920
Li -1.387 -0.406 0.059 -0.2 -1.0 0.4
Li 0.091 -2.862 0.843 -1.7 0.9 0.2
Li -4.061 -0.943 0.400 1.4 -1.1 -0.4
P -2.540 -2.209 -1.212 0.4 -3.2 -2.2
O -3.745 -2.663 -0.328 0.0 -0.3 -0.4
O -2.601 -2.731 -2.667 -0.3 -0.7 -0.1
O -1.075 -2.564 -0.682 -0.9 0.7 0.2
O -2.705 -0.701 -1.338 0.1 3.5 1.0
P -1.491 -1.472 2.377 3.9 -1.1 2.2
O -2.678 -1.110 1.558 -2.8 2.5 -0.8
O -0.217 -0.988 1.549 0.6 0.9 -0.8
O -1.347 -2.997 2.410 0.5 -1.2 0.2
O -1.347 -0.861 3.779 -0.9 0.5 0.3
C -1.143 3.783 0.109 0.3 1.2 -0.4
C -1.172 3.534 -1.381 0.5 -0.1 -1.1
C -0.799 2.071 -1.488 0.0 -0.8 -0.8
O -1.221 1.519 -0.263 -1.2 -1.0 -2.0
C -0.888 2.428 0.692 -0.2 -0.5 2.1
H -2.103 4.252 0.324 0.2 0.0 0.9
H -0.281 4.407 0.344 -0.3 0.5 0.2
H -0.495 4.177 -1.943 0.1 0.1 -0.1
H -2.155 3.651 -1.836 -0.1 0.1 0.3
H 0.257 1.829 -1.609 0.6 0.5 0.1
H -1.268 1.619 -2.363 -0.4 -0.5 0.5
H 0.145 2.198 0.953 0.5 0.7 0.4
H -1.492 2.201 1.571 0.1 0.0 0.2
C 3.813 -0.900 0.255 1.9 0.5 1.2
C 2.682 -0.269 -0.450 -0.3 -0.1 -1.7
C 1.971 -1.505 -0.936 -0.3 -0.1 1.7
O 2.040 -2.353 0.267 0.4 -0.7 0.7
C 3.097 -1.919 1.164 0.4 1.7 -2.1
H 4.424 -0.144 0.747 -0.1 0.1 0.9
H 4.583 -1.334 -0.383 -0.4 -0.5 -0.6
H 3.011 0.308 -1.314 0.0 0.4 0.0
H 2.030 0.300 0.213 0.0 0.0 0.0
H 2.545 -2.040 -1.693 -0.2 0.2 -0.4
H 0.925 -1.324 -1.184 -0.2 -0.7 0.0
H 3.800 -2.698 1.459 -0.5 -0.5 0.1
H 2.795 -1.283 1.996 -1.0 -0.8 0.4